{
  "formula": "C27H49NO21",
  "method": "ωB97M-V/def2-TZVPD",
  "elements": ["C", "C", "C", "O", "C", "O", "O", "H", "H", "H", "H", "H", "H", "C", "C", "C", "O", "C", "O", "O", "H", "H", "H", "H", "H", "H", "C", "O", "C", "O", "O", "C", "H", "H", "H", "H", "H", "H", "C", "O", "C", "O", "O", "C", "H", "H", "H", "H", "H", "H", "C", "O", "C", "O", "O", "C", "H", "H", "H", "H", "H", "H", "C", "O", "C", "O", "O", "C", "H", "H", "H", "H", "H", "H", "C", "O", "C", "O", "O", "C", "H", "H", "H", "H", "H", "H", "C", "C", "C", "C", "N", "H", "H", "H", "H", "H", "H", "H"],
  "coordinates": [[0.1807, 0.9348, -2.4586], [0.6647, -0.4032, -3.2016], [-0.3763, -1.5242, -3.5656], [-0.3503, -1.5982, -4.9256], [0.5987, -0.6812, -5.4226], [0.9297, -0.5802, -6.6036], [1.1567, 0.0428, -4.4556], [-0.6383, 1.4808, -2.8966], [0.9187, 1.6608, -2.3966], [-0.1813, 0.6428, -1.4946], [1.5017, -0.8752, -2.6556], [-1.3593, -1.3172, -3.2616], [-0.2063, -2.4572, -3.0716], [1.3347, 2.0138, 4.2334], [2.7727, 2.3448, 4.5024], [3.0207, 3.4188, 5.5224], [3.4017, 2.6898, 6.6874], [3.8237, 1.5188, 6.3784], [4.4497, 0.7798, 7.2124], [3.4477, 1.2758, 5.1014], [1.1397, 1.3998, 3.3344], [0.9267, 2.9438, 4.0804], [0.9397, 1.4938, 5.0684], [3.2407, 2.4818, 3.5444], [2.2157, 4.1438, 5.6194], [3.9867, 4.0568, 5.2414], [1.8397, -0.5552, 0.7014], [2.2587, -1.8812, 0.9894], [2.4567, -2.7282, -0.0456], [2.7367, -2.1942, -1.3336], [2.3157, -4.0592, 0.1244], [2.3077, -4.9442, -0.9316], [0.8127, -0.5762, 0.4074], [2.4207, 0.0328, 0.0314], [1.9097, -0.0282, 1.6014], [1.2917, -5.0792, -1.2476], [2.8687, -5.8672, -0.5416], [2.8097, -4.5052, -1.8166], [-1.1113, -4.2002, 0.4474], [-2.3273, -3.9892, -0.3136], [-2.3103, -4.2782, -1.6686], [-1.1563, -4.7742, -2.3526], [-3.4303, -4.0592, -2.3016], [-3.5053, -4.3662, -3.6786], [-1.4063, -4.2532, 1.4354], [-0.4833, -3.3222, 0.3694], [-0.5143, -5.1072, 0.1834], [-3.4123, -5.4502, -3.8396], [-2.7343, -3.8412, -4.1816], [-4.5643, -4.1372, -4.0726], [-1.3203, 0.0258, 2.1894], [-2.4223, 0.3238, 1.3594], [-2.5753, -0.3942, 0.2274], [-1.5753, -1.2132, -0.3886], [-3.7893, -0.2392, -0.2526], [-4.2953, -0.7272, -1.4966], [-1.7143, 0.2498, 3.1524], [-0.4513, 0.5468, 1.7744], [-1.1713, -1.0452, 2.1734], [-5.1203, -0.0762, -1.7996], [-4.8713, -1.6412, -1.2096], [-3.4673, -0.7992, -2.1486], [-4.5223, 3.2738, -2.4366], [-4.0963, 3.1238, -3.7566], [-3.8073, 4.2458, -4.4766], [-4.7613, 5.3558, -4.7016], [-2.5683, 4.2958, -4.9766], [-2.0523, 5.2238, -5.8766], [-4.2133, 2.3408, -1.8566], [-5.6013, 3.1908, -2.4506], [-4.3033, 4.1848, -1.9346], [-0.9383, 5.0778, -5.8726], [-2.3353, 6.3058, -5.7426], [-2.3693, 5.1038, -6.9386], [-1.7353, 3.3808, 0.7404], [-0.8043, 3.7948, -0.2106], [0.4577, 3.3818, -0.0886], [0.7217, 2.3728, 0.8304], [1.4337, 3.7798, -0.9556], [2.7617, 3.1638, -0.7796], [-1.3173, 3.3138, 1.6984], [-2.2163, 2.4408, 0.5404], [-2.5183, 4.1988, 0.8104], [3.5037, 3.7778, -1.1546], [2.7157, 2.2118, -1.2706], [3.0157, 3.1158, 0.2714], [3.7627, -3.0642, 3.5724], [3.1947, -1.7032, 4.0914], [1.8187, -1.8072, 4.7564], [0.7987, -2.3592, 3.8624], [-0.0683, -2.7342, 3.1704], [4.8877, -3.0762, 3.5584], [3.3237, -3.3032, 2.5264], [3.5957, -3.8772, 4.3054], [3.2577, -0.8942, 3.3194], [3.7447, -1.3442, 4.9664], [1.5027, -0.8262, 5.0534], [1.8967, -2.3952, 5.7444]],
  "atomic_forces_ev_per_a": [[-1.1, -2.9, -0.6], [-0.5, 1.3, 1.6], [0.7, 1.3, 2.0], [1.8, 1.2, -3.0], [0.6, -0.8, -3.2], [-1.4, -0.5, 3.0], [-0.4, -0.8, -0.6], [-0.6, -0.3, -0.9], [1.9, 0.9, 0.2], [0.0, -0.1, 0.9], [-0.4, 0.5, -0.1], [-1.5, 1.0, 0.5], [0.9, -0.8, 0.0], [1.0, -1.7, -0.6], [-0.1, -0.5, -0.5], [2.8, 2.2, -1.1], [-1.2, 3.0, 1.4], [2.4, -4.0, 2.7], [-2.8, 2.6, -4.3], [1.6, -2.8, 0.6], [0.5, 0.3, 0.4], [-1.8, 2.0, -0.4], [-0.8, -0.2, 1.0], [0.5, 0.6, -0.3], [-0.1, -0.4, 0.7], [-2.0, -1.2, 0.4], [-0.4, 0.0, -0.4], [0.7, -3.0, -1.0], [0.9, 2.9, -7.9], [-1.6, -3.2, 7.5], [0.2, 4.3, 3.3], [1.8, -1.3, -1.8], [-0.6, -0.1, -0.5], [0.7, -0.3, -1.0], [0.0, 0.5, 1.7], [-0.6, -0.6, 0.0], [-1.2, 1.2, -0.9], [0.1, -0.3, 0.6], [1.1, -0.3, -2.0], [-0.4, -1.1, -3.4], [7.3, -2.4, -1.5], [-6.7, 3.0, 4.2], [-0.3, 0.4, 1.9], [-1.9, -1.2, -1.0], [-0.8, -0.2, 1.9], [0.1, 0.2, -0.3], [-0.9, 0.7, -0.2], [0.4, 0.3, 0.2], [0.6, 0.4, -0.7], [1.7, 0.2, 1.0], [0.5, -1.0, -0.8], [-1.6, -1.0, -2.7], [4.8, -4.0, -3.0], [-5.8, 5.2, 3.8], [0.5, 1.2, 1.5], [-1.4, -1.0, 1.6], [0.5, 0.7, 0.9], [-0.1, 0.1, 0.8], [0.3, -0.2, -0.1], [0.7, 0.5, -0.1], [1.1, 0.1, -0.8], [0.4, -0.5, -1.1], [-1.7, -2.3, 1.4], [2.3, 1.9, -2.4], [-4.8, 6.6, -1.4], [6.0, -7.2, 1.6], [-2.0, -1.9, 1.7], [0.8, 2.2, -2.1], [0.2, 1.4, -0.7], [-0.5, 0.2, 0.1], [0.8, 0.8, 0.1], [-1.2, 0.2, 0.3], [0.3, -1.2, 0.8], [-0.1, -0.8, 0.8], [-2.3, 1.3, 0.6], [3.0, 1.0, -1.9], [2.0, -6.7, 4.1], [-1.1, 5.6, -4.6], [-2.1, 0.4, 1.4], [-2.0, -0.6, 1.4], [0.9, -0.2, 1.3], [0.1, -0.3, -0.6], [0.9, -1.0, -0.4], [0.9, 1.5, -1.5], [0.2, -0.5, 0.0], [-0.4, -0.6, 0.3], [0.2, 0.1, -0.6], [0.8, -0.3, 0.3], [0.2, -1.2, 0.5], [-2.2, -0.8, -1.1], [2.1, 0.7, 1.6], [-1.0, 0.5, -0.5], [0.9, 0.1, 2.0], [-0.6, 0.3, -0.5], [-0.3, -0.8, 0.6], [0.7, 0.0, -0.5], [-0.3, 0.6, 0.1], [-0.2, 0.5, -1.7]],
  "mulliken_charge": [-1.514, 1.272, 0.737, -0.440, 0.497, -0.614, -0.426, 0.612, 0.488, -0.025, -0.112, -0.575, 0.032, -1.277, 0.531, -0.529, -0.334, 0.641, -0.633, -0.212, 0.149, 0.531, 0.400, 0.161, 0.379, 0.255, 0.145, -0.030, 0.590, -0.720, -0.253, -0.618, -0.193, 0.614, -0.362, 0.198, 0.207, 0.342, -0.494, -0.274, 0.824, -0.644, -0.259, -0.598, 0.408, -0.042, 0.328, 0.310, 0.254, 0.213, -0.256, -0.405, 0.372, -0.019, -0.400, -0.506, 0.337, 0.028, 0.136, 0.318, 0.289, 0.095, -0.342, -0.205, 0.513, -0.587, -0.148, -0.652, -0.112, 0.333, 0.356, 0.242, 0.299, 0.294, -0.466, -0.269, 0.291, 0.078, -0.365, -0.355, 0.213, 0.104, 0.290, 0.299, 0.219, 0.059, -1.134, 0.212, -0.104, 0.210, -0.593, 0.383, 0.007, 0.374, -0.127, 0.417, -0.079, 0.413],
  "orbital_gap_ev": 10.1,
  "lumo_energy_ev": 0.018,
  "relative_energy_kj_mol": 335.6,
  "homo_ev": -10.1,
  "e_tot_ev": -73270.8733
}

=====

{
  "formula": "C27H50Br2N2O2PPrSb",
  "method": "ωB97M-V/def2-TZVPD",
  "elements": ["Pr", "Br", "C", "Br", "H", "H", "C", "N", "N", "C", "O", "C", "C", "C", "C", "C", "C", "C", "C", "C", "H", "H", "H", "H", "H", "H", "H", "H", "H", "H", "H", "H", "C", "P", "C", "C", "O", "H", "H", "H", "H", "H", "H", "H", "H", "H", "C", "C", "C", "C", "Sb", "C", "C", "C", "C", "C", "C", "C", "C", "H", "H", "H", "H", "H", "H", "H", "H", "H", "H", "H", "H", "H", "H", "H", "H", "H", "H", "H", "H", "H", "H", "H", "H", "H", "H", "H"],
  "coordinates": [[0.5724, 0.5793, 2.9984], [-0.3963, 2.2172, 5.2938], [-0.8090, 0.2239, 5.0426], [3.1201, 0.6652, 1.7524], [-1.6490, 0.0657, 5.6734], [0.0620, -0.2209, 5.6072], [-2.8284, -4.3010, 3.6228], [-1.5781, -4.0253, 2.8065], [-1.6698, -2.9004, 1.8995], [-0.4811, -2.2078, 2.1147], [-0.2009, -1.0713, 1.5541], [0.4076, -2.9108, 2.9969], [-0.3430, -4.0515, 3.3944], [-0.0226, -5.1081, 4.4107], [-2.6407, -2.8817, 0.8982], [-3.2425, -1.6771, 0.6169], [-4.3889, -1.6641, -0.1749], [-4.9421, -2.7767, -0.7598], [-4.2745, -3.9727, -0.5811], [-3.1475, -4.0281, 0.2706], [-3.0120, -3.3790, 4.2055], [-2.5830, -5.1689, 4.2351], [-3.6227, -4.6121, 2.9496], [1.4067, -2.7246, 3.3916], [0.9899, -5.4273, 4.2481], [-0.7694, -5.9205, 4.2611], [-0.0637, -4.7028, 5.4162], [-2.7539, -0.7730, 0.9707], [-4.8923, -0.7003, -0.3422], [-5.9005, -2.7599, -1.3082], [-4.6739, -4.8834, -1.0389], [-2.6733, -4.9610, 0.4399], [-2.2002, 3.5277, 0.1809], [-1.2689, 3.6368, 1.7052], [-0.3664, 5.2445, 1.6270], [-2.5763, 3.6962, 2.9772], [-0.3656, 2.4139, 1.9860], [-1.7212, 4.0655, -0.6457], [-3.1743, 3.9878, 0.3567], [-2.3791, 2.4675, -0.0840], [-1.0257, 6.0671, 1.3529], [0.4763, 5.2312, 0.9117], [0.1612, 5.5139, 2.5597], [-3.3734, 4.3463, 2.5871], [-2.3283, 3.9507, 4.0222], [-3.1101, 2.7245, 3.0086], [-0.9295, 0.2314, -1.9348], [0.0232, 1.0457, -2.8774], [0.1837, 0.6175, -4.3586], [-0.2572, 2.5249, -2.8113], [1.9233, 0.7632, -1.6021], [3.3439, 2.5199, -2.2580], [3.0509, 2.9966, -3.7151], [3.0952, 3.5276, -1.1384], [4.7673, 2.0496, -2.0170], [2.5676, -1.4257, -2.0736], [1.5924, -2.0773, -3.0328], [2.5540, -2.0672, -0.6986], [3.9739, -1.2758, -2.6441], [-2.0046, 0.3952, -2.1895], [-0.8305, 0.5834, -0.9042], [-0.6747, -0.8735, -1.9342], [-0.3202, 1.2936, -5.0745], [-0.2495, -0.3950, -4.5637], [1.3017, 0.6164, -4.6608], [-1.3392, 2.6006, -3.0432], [0.2323, 3.1024, -3.6059], [-0.0895, 2.9479, -1.8026], [2.2629, 3.7703, -3.8124], [2.5770, 2.3184, -4.4241], [3.9483, 3.3835, -4.2416], [2.1213, 4.0055, -1.1091], [3.8286, 4.3647, -1.3363], [3.3241, 3.0906, -0.1599], [5.0247, 1.2830, -2.7273], [4.8607, 1.6222, -0.9761], [5.4772, 2.9152, -2.1329], [0.5299, -1.7877, -2.8015], [1.7378, -3.1712, -3.0056], [1.8308, -1.6570, -4.0011], [1.6132, -1.8845, -0.1543], [3.4953, -1.8253, -0.2133], [2.6347, -3.1516, -0.9092], [4.0493, -0.5818, -3.5267], [4.2719, -2.2415, -3.0202], [4.7502, -0.9683, -1.9193]],
  "atomic_forces_ev_per_a": [[-1.5, 0.5, 0.6], [0.2, -0.5, 0.1], [2.1, 0.2, -0.3], [0.0, 0.1, -1.4], [-0.9, -0.2, 0.2], [-0.6, 0.2, -0.1], [1.2, 0.0, -0.7], [-0.3, 0.3, -0.7], [3.3, -1.4, 3.3], [0.7, 0.2, -0.5], [-0.4, -0.1, 0.0], [-2.4, -1.8, 0.1], [-0.3, 1.7, -0.1], [-1.1, 0.1, -0.9], [-1.4, -0.2, -0.9], [-0.3, 0.5, -0.6], [-0.2, 2.0, -0.1], [-0.4, -0.6, -0.1], [0.6, -0.5, 0.7], [-0.4, 0.4, -0.3], [-0.3, -0.7, -0.2], [-0.2, 0.4, 0.2], [-0.1, 0.4, 0.1], [-0.3, 0.3, -0.6], [0.4, -0.5, -0.1], [1.0, 0.3, 0.4], [-0.2, 0.0, 0.2], [-0.5, 0.0, 0.2], [0.3, -0.4, 0.1], [0.8, 0.2, 0.3], [0.4, 0.3, 0.3], [0.3, -0.8, 0.2], [-0.1, -0.5, -0.5], [-0.1, 0.6, 1.5], [0.9, -0.5, 0.3], [-0.8, -0.2, -0.2], [0.1, 0.3, -0.9], [-0.1, -0.2, 0.2], [0.1, 0.0, -0.1], [0.1, 0.5, 0.1], [-0.2, -0.1, 0.0], [-0.6, -0.3, -0.1], [-0.7, -0.3, 0.0], [0.4, 0.3, 0.3], [0.2, 0.1, -0.8], [0.6, 0.1, -0.1], [-0.2, -0.5, -0.8], [-0.3, -0.2, 1.0], [1.2, -1.2, 0.0], [-1.0, 0.4, 0.1], [1.3, -0.3, -2.5], [0.2, 0.8, 0.7], [-1.0, 0.4, -0.2], [0.6, 1.3, -0.5], [0.2, -0.5, 0.5], [0.4, 0.0, 1.2], [-0.8, 1.4, 0.1], [0.3, -1.0, -0.8], [0.3, 1.3, -0.4], [0.7, -0.4, -0.1], [0.0, 0.0, 0.1], [-0.7, 1.4, 0.0], [0.2, 0.1, 0.7], [0.6, 0.8, 0.3], [-1.7, -0.2, 0.3], [0.3, 0.2, 0.2], [0.1, -0.1, 0.5], [-0.1, 0.0, -0.6], [0.7, 0.1, 0.9], [0.6, -0.9, 0.2], [-0.2, -0.3, 0.7], [-0.3, -0.1, -0.1], [-0.7, -0.7, 0.4], [0.0, 0.2, -0.2], [0.5, -0.2, -0.2], [0.1, 0.6, -1.0], [-0.7, -0.7, 0.1], [1.1, -0.9, -0.3], [-0.1, 0.5, 0.0], [-0.2, -0.4, -0.5], [0.6, -0.1, 0.1], [-0.4, 0.3, 0.7], [-0.2, 0.3, 0.3], [-0.2, -0.6, 0.7], [0.1, -0.6, -0.2], [-0.6, -0.1, -0.1]],
  "mulliken_charge": [0.816, -0.223, -0.804, -0.274, 0.528, 0.303, -0.960, -0.231, 0.650, 0.274, 0.172, -0.640, 0.220, -1.446, 0.223, -0.367, -0.596, -0.600, -0.560, -0.246, 0.300, 0.399, 0.352, 0.562, 0.456, 0.384, 0.292, 0.445, 0.381, 0.424, 0.419, 0.562, -1.049, 0.832, -1.088, -1.260, -0.040, 0.304, 0.535, 0.130, 0.400, 0.211, 0.381, 0.442, 0.329, 0.351, -1.288, 1.603, -1.321, -1.117, 0.479, 1.225, -1.383, -1.745, -1.493, 1.388, -1.097, -1.987, -1.668, 0.619, -0.028, -0.057, 0.456, 0.359, 0.185, 0.711, 0.374, -0.307, 0.429, 0.245, 0.443, 0.420, 0.486, 0.404, 0.430, 0.301, 0.532, 0.010, 0.565, 0.394, 0.455, 0.433, 0.546, 0.387, 0.538, 0.385],
  "spin_multiplicity": 3,
  "orbital_gap_ev": [3.9, 3.9],
  "lumo_energy_ev": [-11.974, -11.946],
  "homo_ev": [-15.9, -15.8],
  "charge": 3,
  "e_tot_ev": -205839.5864
}